DFT (ωB97M-V/def2-TZVPD) results for 13 unconnected molecules or ions with the total composition C46H74O35.

energy	-4430.63956	Ha
LUMO	-0.11	eV
energy relative to the best compared isomer or geometry (same formula, charge and spin)	1.6176	eV
HOMO energy	-10.135	eV
F_max	5.9	eV Å⁻¹
frontier orbital gap	10.03	eV

Each line ends with the Löwdin charge.
CARTESIAN COORDINATES (ANGSTROEM)
C  -0.86107  -4.90641  0.95195  -0.15
O  0.03747  -5.99941  0.84702  -0.12
H  -0.38554  -4.09746  1.50653  0.07
H  -1.13690  -4.55592  -0.04262  0.09
H  -1.73092  -5.14174  1.56521  0.07
H  -0.07295  -6.42523  -0.00626  0.07
C  1.53832  -3.92346  4.67964  -0.17
O  0.77194  -4.84445  5.39541  -0.10
H  2.31772  -4.43730  4.11697  0.08
H  0.90677  -3.28246  4.06452  0.07
H  2.13022  -3.33225  5.37838  0.07
H  0.44643  -5.45593  4.73077  0.07
C  -7.56038  -0.97844  -0.95174  0.00
C  -6.64372  -2.01050  -1.70606  -0.31
C  -5.46842  -1.31303  -2.27451  -0.13
O  -4.43136  -2.16525  -1.92268  0.04
C  -4.84954  -3.02622  -0.90164  -0.44
O  -4.08481  -3.87205  -0.33028  0.07
O  -6.15272  -2.87069  -0.72450  0.11
H  -8.14590  -0.50701  -1.74105  0.08
H  -6.94987  -0.23717  -0.43610  0.05
H  -8.35051  -1.30255  -0.27444  0.09
H  -7.24983  -2.54129  -2.44021  0.16
H  -5.27861  -0.38284  -1.73895  0.11
H  -5.49762  -1.14629  -3.35128  0.15
C  2.82136  1.69837  4.49027  0.00
C  3.23802  0.81191  5.70420  -0.29
C  2.70109  -0.64445  5.67335  -0.10
O  3.85596  -1.36199  6.03510  0.05
C  4.99020  -0.65923  5.96208  -0.54
O  6.09882  -1.08406  6.03212  0.16
O  4.61303  0.62851  5.65154  0.06
H  1.77834  2.01078  4.54127  0.09
H  2.90849  1.27789  3.48842  0.06
H  3.37259  2.63730  4.43867  0.08
H  3.10629  1.21448  6.70853  0.15
H  2.30322  -0.96819  4.71158  0.10
H  1.94890  -0.77630  6.45111  0.14
C  -1.90720  -0.36191  -0.37130  0.02
C  -0.70544  -0.66551  0.54084  -0.31
C  0.23994  0.52076  0.65871  -0.09
O  0.61236  0.48548  2.02724  0.05
C  -0.21910  -0.36815  2.69437  -0.50
O  -0.22807  -0.66211  3.88554  0.11
O  -1.16905  -0.80816  1.85129  0.08
H  -2.60226  -1.20151  -0.36358  0.07
H  -1.60604  -0.16721  -1.40062  0.08
H  -2.43494  0.49716  0.04292  0.08
H  -0.17436  -1.54881  0.18612  0.13
H  -0.24001  1.48783  0.50862  0.12
H  1.06942  0.32401  -0.02052  0.11
C  -4.56373  2.70609  -0.78590  0.01
C  -6.02464  3.23732  -0.59562  -0.29
C  -6.71857  2.93468  0.72989  -0.09
O  -7.35691  4.16472  1.04950  0.07
C  -6.80547  5.15773  0.35329  -0.51
O  -7.13621  6.36317  0.37442  0.10
O  -5.90899  4.63710  -0.50789  0.06
H  -3.99912  3.21895  -1.56454  0.07
H  -4.63517  1.64494  -1.02454  0.05
H  -3.96877  2.78583  0.12392  0.09
H  -6.69087  2.98484  -1.42054  0.15
H  -6.04953  2.70187  1.55832  0.13
H  -7.53019  2.21758  0.60691  0.13
C  3.81031  3.87931  -1.42096  0.02
C  2.93909  4.11844  -0.16332  -0.29
C  2.87159  2.99440  0.86808  -0.05
O  3.26326  3.75445  2.04579  0.07
C  3.61308  5.02219  1.75949  -0.58
O  4.03161  5.80524  2.58341  0.14
O  3.42204  5.24105  0.49287  0.12
H  4.43973  2.99833  -1.29524  0.06
H  4.62373  4.55974  -1.67287  0.09
H  3.17901  3.73574  -2.29786  0.07
H  1.89235  4.29744  -0.40905  0.14
H  3.46549  2.11777  0.60945  0.11
H  1.84184  2.63776  0.84491  0.11
C  3.35346  -5.70477  -2.98809  -0.02
C  2.41622  -5.26694  -1.90340  -0.30
C  2.96584  -4.49204  -0.69612  -0.07
O  2.15836  -3.30809  -0.67797  0.04
C  1.38919  -3.27688  -1.81538  -0.50
O  0.53938  -2.38204  -2.08977  0.08
O  1.63783  -4.30047  -2.58056  0.09
H  4.28557  -6.10719  -2.59144  0.09
H  3.65575  -4.88776  -3.64325  0.07
H  2.87807  -6.41951  -3.65984  0.09
H  1.77274  -6.10524  -1.63640  0.15
H  4.01949  -4.23678  -0.80912  0.12
H  2.86007  -5.09885  0.20314  0.13
C  5.37069  -2.55360  -4.08398  -0.03
C  5.27494  -1.29478  -3.30951  -0.35
C  4.94136  -0.11450  -4.10349  -0.10
O  3.90657  0.50601  -3.38670  0.12
C  3.48092  -0.25833  -2.41920  -0.51
O  2.53507  -0.00369  -1.67916  0.11
O  4.16519  -1.44703  -2.40260  0.08
H  6.24515  -2.60124  -4.73295  0.10
H  4.55840  -2.76410  -4.77966  0.10
H  5.56152  -3.40892  -3.43583  0.08
H  6.21440  -1.04419  -2.81686  0.16
H  4.64665  -0.29943  -5.13647  0.15
H  5.91098  0.38304  -4.12297  0.15
C  -3.02755  5.89170  -3.20696  0.01
C  -1.87609  6.09204  -2.17928  -0.29
C  -2.24343  6.79770  -0.88967  -0.11
O  -1.70318  6.10536  0.20323  0.10
C  -1.26571  4.92400  -0.25057  -0.55
O  -0.97453  3.98661  0.42136  0.15
O  -1.56171  4.85278  -1.57682  0.04
H  -3.98697  5.65511  -2.74691  0.08
H  -2.72096  5.23678  -4.02256  0.08
H  -3.21531  6.88394  -3.61720  0.08
H  -0.94953  6.47753  -2.60469  0.15
H  -3.31864  6.81001  -0.71116  0.14
H  -1.84121  7.80828  -0.96069  0.14
C  3.46399  -1.51840  1.60639  0.02
C  4.95729  -1.23774  1.79181  -0.25
C  5.91374  -1.76298  0.73611  -0.11
O  6.40179  -0.58847  0.15677  0.03
C  5.95797  0.57378  0.79267  -0.51
O  6.14454  1.74694  0.47413  0.12
O  5.15184  0.20258  1.74316  0.10
H  3.08197  -1.01081  0.72067  0.08
H  2.84951  -1.16626  2.43495  0.07
H  3.38807  -2.59726  1.47070  0.08
H  5.38652  -1.58720  2.73083  0.15
H  5.42971  -2.41541  0.00938  0.12
H  6.78685  -2.19744  1.22298  0.14
C  -2.97810  -3.06748  3.31300  0.01
C  -4.40251  -2.54006  3.06405  -0.31
C  -4.90453  -1.54785  4.09661  -0.14
O  -5.35905  -0.51324  3.37739  0.12
C  -5.00539  -0.61948  2.09566  -0.50
O  -5.20815  0.24884  1.25578  0.11
O  -4.36826  -1.76825  1.92432  0.09
H  -3.06967  -4.00384  3.86341  0.09
H  -2.40575  -2.42003  3.97733  0.08
H  -2.52274  -3.20526  2.33231  0.06
H  -5.07098  -3.38049  2.87720  0.16
H  -4.06058  -1.33652  4.75326  0.14
H  -5.61595  -2.05029  4.75200  0.14
C  -0.77869  0.61176  -5.77406  -0.02
C  -0.72413  1.37202  -4.47021  -0.32
C  0.57118  1.07468  -3.70402  -0.11
O  0.96403  2.34275  -3.26903  0.08
C  0.43188  3.26340  -4.06038  -0.51
O  0.87704  4.42318  -4.17721  0.10
O  -0.59085  2.73831  -4.77053  0.09
H  -0.12406  1.03168  -6.53775  0.10
H  -1.79487  0.68487  -6.16151  0.08
H  -0.65669  -0.45239  -5.57202  0.09
H  -1.58222  1.16466  -3.83085  0.15
H  1.34896  0.59693  -4.29978  0.13
H  0.38183  0.39854  -2.87031  0.11

Cartesian forces (eV/Å) of the 2 atoms listed first:
-0.017 0.302 0.101
0.490 -0.192 0.104